Version A
16
Properties=species:S:1:pos:R:3 method="wB97M-V/def2-TZVPD" homo_lumo_gap_ev=4.84
H -1.8045 1.0959 0.3667
H 1.7664 -1.0177 0.8756
H -0.0098 0.6490 -0.5480
H 0.3024 -2.0883 0.5370
N 1.2951 1.2106 -2.3365
H 1.8733 1.3034 -0.3563
C 1.1479 0.7782 -1.0028
C -0.1474 -0.1650 1.5997
H 1.4596 0.5735 -3.1232
N 0.5637 -0.5024 -0.8861
H 1.4807 -3.4522 -1.6084
H 0.6006 1.9201 -2.5393
C 0.6777 -1.0234 0.6010
S -1.8710 0.0823 1.3113
H 0.2553 0.2093 2.5082
H 0.9317 -3.0055 -1.7216

=====

Version B
16
Properties=species:S:1:pos:R:3 method="wB97M-V/def2-TZVPD" homo_lumo_gap_ev=7.41 smiles="CN=S.CCN"
H -1.6378 0.3987 -1.9646
H 0.7324 -1.2779 1.8121
C 1.3507 -0.5175 -0.0133
H 1.6428 1.2219 1.3317
H 2.0184 -1.4190 -0.5895
C -2.3606 0.7333 -1.2886
H -3.3187 0.7949 -1.7673
H -0.0144 -1.9119 0.3444
C 2.1879 0.5524 0.6628
N -2.6488 -0.3016 -0.2447
N 0.3366 -1.0697 0.8732
S -2.4690 -0.1082 1.2816
H -1.9890 1.6811 -0.8983
H 2.5591 1.1859 -0.1463
H 2.9694 0.0762 1.3613
H 0.6409 -0.0387 -0.7545

=====

It turns out version B is the most stable, with the second structure 5.048 eV higher.

=====

Version A
16
Properties=species:S:1:pos:R:3 method="wB97M-V/def2-TZVPD" homo_lumo_gap_ev=7.40
H 1.3507 -1.1994 1.6294
N -1.6442 -0.9980 -0.2186
C 2.1241 -1.1377 0.8647
H 2.6757 -2.0694 0.8585
H -0.9177 3.1616 -0.4046
H -2.7229 0.6190 0.4999
H -1.7860 2.6469 1.0289
C -1.7715 0.2666 0.1132
N -0.7879 1.1081 0.0059
S 1.4066 -0.8326 -0.7893
H -2.4349 -1.6119 -0.1414
H 2.8089 -0.3287 1.1350
C -0.8773 2.4880 0.4517
H 0.0122 2.7150 1.0359
H -0.6789 -1.3486 -0.4575
H 0.1361 0.6589 -0.3471

=====

Version B
16
Properties=species:S:1:pos:R:3 method="wB97M-V/def2-TZVPD" homo_lumo_gap_ev=4.75
H -2.1274 1.5909 0.8860
S -2.9701 0.6562 0.4176
H 1.3211 -2.7719 -0.1138
H -0.1174 -1.3093 -1.0862
H 2.7837 0.8564 0.4910
H 1.8937 2.2886 1.0193
H -0.1059 1.0226 0.5027
H -2.1605 -0.0259 -1.6888
H -0.9067 -1.7175 0.3872
C 0.8616 0.9746 -0.1275
C -1.9330 -0.1986 -0.6437
N 2.0860 1.6583 0.2530
H 0.8646 -3.0317 0.5569
C -0.6219 -0.8862 -0.2081
N 0.4774 -0.1647 0.5819
H 0.6548 1.0582 -1.2275

=====

It turns out version A is the most stable, with the second structure 7.659 eV higher.

=====

Version A
16
Properties=species:S:1:pos:R:3 method="wB97M-V/def2-TZVPD" homo_lumo_gap_ev=9.73 smiles="[H]/N=C/N.CCS"
H -0.6022 -0.8463 1.1886
H 0.9767 0.2047 0.8201
H 2.7298 -1.4667 0.8858
N -1.3749 -0.2073 1.1408
S 3.1875 -0.5606 0.0275
H -3.1488 0.2812 0.2399
C -2.3903 -0.5102 0.2810
H 2.2397 1.4991 0.6133
H 1.7750 0.7719 -2.0260
C 1.1256 0.8544 -1.1591
N -2.3597 -1.4444 -0.5631
H 0.5351 1.7774 -1.1538
H -1.6413 0.3105 1.9581
H -3.1710 -1.3827 -1.1695
C 1.7693 0.6206 0.2161
H 0.3496 0.0983 -1.2996

=====

Version B
16
Properties=species:S:1:pos:R:3 method="wB97M-V/def2-TZVPD" homo_lumo_gap_ev=10.01 smiles=NC[C@@H](N)CS
C 0.5418 -0.9086 -1.1091
H 0.8894 -0.1267 -1.7862
N -1.2336 0.7181 -0.5176
N 0.2088 0.5002 2.3584
C -0.2759 -0.2609 -0.0149
H 1.0470 1.3088 0.4904
C 0.6938 0.3928 0.9894
H -0.7292 0.9029 2.3320
H -1.3862 -1.3752 -2.4330
H -0.8318 -1.0607 0.4836
H 1.4426 -1.4218 -0.7878
H -1.2054 0.7852 -1.5274
H 0.7093 1.2677 2.8037
H 1.5654 -0.2172 0.9858
H -1.0611 1.6662 -0.2097
S -0.3747 -2.1708 -2.0576

=====

It turns out version B is the most stable, with the second structure 0.114 eV higher.